1.
C2H6N2O2 | ωB97M-V with the def2-TZVPD basis set

```
12
Properties=species:S:1:pos:R:3:forces:R:3
N -0.297 -0.928 0.114 0.6 -0.8 -3.7
C -0.217 0.428 0.046 -0.7 1.5 6.5
N 0.774 -1.602 0.481 -0.5 0.4 -0.3
C -0.438 1.621 -0.469 0.1 -0.5 -0.8
O -0.395 -0.672 -1.651 -0.1 -1.3 0.0
O -0.168 0.482 1.716 0.3 0.9 -1.7
H 0.518 -0.634 -1.977 0.0 -0.2 0.2
H -1.006 0.857 2.014 0.1 0.0 -0.3
H 1.700 -1.190 0.406 -0.3 -0.3 0.1
H 0.609 -2.580 0.663 0.2 0.3 -0.1
H -0.442 2.483 0.177 0.1 -0.1 0.1
H -0.638 1.736 -1.521 0.1 0.0 -0.1
```
Positions in Å, forces in eV/Å.

Properties
* multiplicity: 1



2.
C2H6N2O2 | ωB97M-V with the def2-TZVPD basis set

```
12
Properties=species:S:1:pos:R:3:forces:R:3
C 1.897 -0.384 -0.241 0.6 -0.5 0.3
C -1.471 0.522 -1.297 0.3 0.2 -0.7
N -1.357 -0.162 0.724 1.5 0.0 0.4
N 1.441 0.094 0.831 0.1 0.3 0.2
O -2.380 1.247 -1.265 -0.8 0.5 0.3
O -0.552 -0.023 -1.776 0.4 -0.5 0.0
H -1.917 0.420 1.336 0.1 -0.1 0.0
H -1.606 -1.133 0.874 0.0 0.1 0.0
H 2.026 0.785 1.295 0.2 -0.1 -0.3
H -0.292 -0.045 0.917 -2.0 -0.2 0.0
H 2.883 -0.169 -0.656 0.0 0.2 0.0
H 1.327 -1.153 -0.742 -0.2 0.1 -0.2
```
Positions in Å, forces in eV/Å.

Properties
* structure (SMILES): O=C=O.C=N.N
* multiplicity: 1



3.
C2H6N2O2 | ωB97M-V with the def2-TZVPD basis set

```
12
Properties=species:S:1:pos:R:3:forces:R:3
C 0.468 0.100 -0.672 -0.4 0.3 -0.1
C 0.229 -1.004 0.369 1.2 -1.3 -1.2
H -0.519 1.836 -1.114 -0.8 -1.9 0.1
H -1.347 0.423 -1.582 -0.6 -0.3 -1.0
H 0.899 -0.264 -1.599 -0.3 -0.6 -0.1
H 1.465 0.926 0.777 0.1 0.2 -0.6
H -0.888 -1.258 2.049 0.2 -0.6 0.3
H -1.209 0.151 1.173 0.0 0.2 -0.3
N -0.801 0.836 -0.870 2.0 2.4 0.8
N -0.595 -0.627 1.336 -1.1 0.7 1.0
O 1.479 0.957 -0.199 -0.2 0.2 1.0
O 0.818 -2.076 0.333 -0.3 0.6 0.0
```
Positions in Å, forces in eV/Å.

Properties
* structure (SMILES): NC(=O)[C@@H](N)O
* multiplicity: 1



4.
C2H6N2O2 | ωB97M-V with the def2-TZVPD basis set

```
12
Properties=species:S:1:pos:R:3:forces:R:3
C -1.530 0.822 0.155 0.9 1.5 -1.3
C 1.738 -0.844 0.037 0.3 2.9 -0.4
N -0.481 0.011 -0.351 1.9 -1.3 -2.9
N 0.528 -0.095 0.473 -0.7 -1.7 -3.0
O -0.476 -0.391 -1.635 0.4 0.6 2.8
O 0.366 0.356 1.572 0.6 1.2 3.7
H -2.062 0.311 0.874 -0.9 -0.7 2.2
H -2.157 0.925 -0.671 -1.1 0.4 -1.4
H -1.092 1.799 0.405 -0.5 -0.4 0.5
H 1.362 -1.594 -0.572 -0.3 -0.9 -2.1
H 2.202 -1.373 0.824 0.3 0.2 1.5
H 2.427 -0.036 -0.414 -1.0 -1.8 0.3
```
Positions in Å, forces in eV/Å.

Properties
* multiplicity: 1



5.
C2H6N2O3 | ωB97M-V with the def2-TZVPD basis set

```
13
Properties=species:S:1:pos:R:3:forces:R:3
O 0.728 2.246 1.129 1.4 -1.5 3.9
C 1.280 1.653 2.119 -1.3 2.5 -4.4
N 1.154 0.338 2.316 2.7 -1.6 2.0
C 0.454 -0.796 1.891 1.3 -3.0 1.6
N -0.613 -0.471 1.191 -1.5 -1.0 0.2
O 0.801 -1.959 2.292 -1.0 4.0 -1.4
H 2.042 2.108 2.827 -1.0 -0.1 -0.8
H 1.940 -0.002 2.845 0.0 -0.2 0.6
H -1.276 -1.324 1.336 0.6 2.9 -1.0
H -0.673 0.596 1.178 -1.3 -2.0 -0.6
H -2.065 -0.130 -6.786 0.7 -1.0 0.3
H -2.184 -1.323 -5.866 -1.0 -0.7 1.1
O -1.588 -0.936 -6.472 0.3 1.7 -1.4
```
Positions in Å, forces in eV/Å.

Properties
* structure (SMILES): NC(=O)NC=O.O
* multiplicity: 1



6.
C2H6N2O3 | ωB97M-V with the def2-TZVPD basis set

```
13
Properties=species:S:1:pos:R:3:forces:R:3
C -1.161 -0.194 0.143 3.1 1.6 -1.3
C -0.793 1.289 0.294 0.7 -0.7 -1.9
N 1.370 -0.912 0.441 -0.1 -0.1 0.9
N 1.302 -0.495 -0.733 -1.5 0.6 -1.3
O 0.253 -0.874 1.174 -1.2 0.3 -1.3
O -1.177 -0.741 -1.061 1.3 -0.2 -1.4
O 2.383 -1.310 0.972 0.2 -0.4 0.8
H -2.006 -0.570 0.580 -1.7 -0.9 2.1
H -0.808 1.711 1.243 -0.3 -0.1 2.2
H -1.524 1.937 -0.243 0.8 -0.7 -0.4
H 0.292 1.355 -0.010 -1.5 0.5 -0.3
H -0.313 -0.626 -1.645 -1.7 0.3 2.3
H 2.181 -0.571 -1.155 1.8 -0.3 -0.4
```
Positions in Å, forces in eV/Å.

Properties
* multiplicity: 1



7.
C2H6N2O3P | ωB97M-V with the def2-TZVPD basis set

```
14
Properties=species:S:1:pos:R:3:forces:R:3
C -0.397 0.560 -1.459 -3.4 3.0 -1.9
C -0.946 1.369 -2.490 -3.2 -1.4 -3.3
N -0.513 -1.404 1.613 -0.6 -0.4 -1.2
N 1.660 -0.141 1.201 -1.1 -1.5 -1.4
O -0.624 0.286 -0.322 1.6 -2.5 2.5
O 0.717 -2.112 -0.599 0.7 -0.1 -1.0
O 0.386 0.733 -2.412 3.3 -0.9 -0.9
P 0.580 -1.138 0.439 -0.7 1.9 3.4
H -1.613 1.001 -3.392 1.5 0.1 2.2
H -1.027 2.412 -2.461 0.6 1.5 0.5
H -0.495 -0.857 2.440 0.4 0.4 0.8
H -1.471 -1.453 1.268 0.2 -0.5 0.2
H 1.239 0.669 1.607 0.0 0.5 0.3
H 2.650 -0.143 1.115 0.7 -0.1 -0.3
```
Positions in Å, forces in eV/Å.

Properties
* charge: +1
* multiplicity: 1



8.
C2H6N2O4 | ωB97M-V with the def2-TZVPD basis set

```
14
Properties=species:S:1:pos:R:3:forces:R:3
C 0.145 -1.832 0.408 -0.7 -1.1 -2.0
N -0.134 -2.169 -1.027 -0.3 1.8 2.7
O 0.226 -3.240 -1.516 1.4 -3.3 -0.8
O -0.755 -1.304 -1.717 -0.9 1.9 -0.4
H -0.797 -1.499 0.845 0.0 0.4 0.1
H 0.899 -1.046 0.387 0.2 -0.2 0.5
H 0.410 -2.774 0.888 0.5 0.3 0.1
C -0.240 1.385 0.536 0.9 1.9 0.7
N 0.239 2.653 -0.142 -0.6 -0.4 -1.9
O -0.360 2.988 -1.165 0.6 0.1 1.2
O 1.224 3.219 0.306 -0.6 -0.2 0.1
H -1.080 0.926 0.015 0.6 -0.1 -0.1
H -0.483 1.827 1.503 -0.4 -0.5 0.3
H 0.707 0.865 0.679 -0.6 -0.5 -0.2
```
Positions in Å, forces in eV/Å.

Properties
* charge: -1
* multiplicity: 2



9.
C2H6N2O5 | ωB97M-V with the def2-TZVPD basis set

```
15
Properties=species:S:1:pos:R:3:forces:R:3
C 0.533 0.475 1.103 -1.1 -0.8 -1.0
C -0.029 -0.962 0.428 1.3 -1.1 2.3
H -0.817 0.773 -2.135 0.6 -0.1 -0.4
H -0.158 0.270 -3.437 -0.1 -0.3 -0.3
H 1.281 0.719 -1.606 -1.6 0.2 -2.1
H 1.548 2.138 0.515 0.4 0.7 0.5
H 0.903 -1.404 -0.059 -1.4 0.5 0.2
H -1.449 -1.848 1.365 0.4 0.0 0.4
N 1.078 1.335 0.174 0.3 -1.6 -1.2
N -1.041 -0.643 -0.569 -1.9 0.3 0.4
O -0.046 0.896 -2.724 -0.4 0.5 0.3
O 1.866 0.752 -0.882 0.9 0.3 3.1
O 0.298 0.738 2.243 0.1 0.0 -0.2
O -0.476 -1.843 1.493 0.0 1.6 -2.1
O -2.216 -0.864 -0.262 2.6 -0.1 -0.1
```
Positions in Å, forces in eV/Å.

Properties
* structure (SMILES): O=N[C@H](O)C(=O)NO.O
* multiplicity: 1



10.
C2H6N2OS | ωB97M-V with the def2-TZVPD basis set

```
12
Properties=species:S:1:pos:R:3:forces:R:3
C -0.627 0.598 0.348 -4.9 -0.3 0.9
C 0.380 0.887 -0.552 0.0 -0.4 -1.8
N -0.491 -0.597 1.370 1.3 1.8 1.3
N 0.056 -1.572 0.651 0.0 -2.3 -1.5
O 1.201 -1.377 0.105 -0.5 0.2 0.0
S -0.053 0.955 -2.302 2.7 -1.0 1.4
H -0.851 1.318 1.088 0.1 1.4 0.7
H -1.654 0.521 -0.191 1.6 -0.5 0.9
H 1.272 1.196 -0.103 1.6 0.6 -0.4
H 0.267 -0.302 2.077 -1.4 -0.4 -1.4
H -0.691 -1.955 0.030 0.9 -0.1 0.3
H 1.190 0.326 -2.522 -1.4 0.8 -0.5
```
Positions in Å, forces in eV/Å.

Properties
* multiplicity: 1



Maximum force / eV Å⁻¹: 6.69, 2.03, 3.17, 3.91, 5.20, 3.71, 4.87, 3.70, 3.28, 4.98
ΔE to the lowest compared entry with this formula, charge and spin / eV: 6.834, 1.093, 0.641, 6.067, 1.769, 6.498, 1.673, 0.175, 1.398, 6.165
E / Ha: -339.58153, -339.79248, -339.80911, -339.60968, -415.03062, -414.85682, -756.12109, -490.07497, -565.37586, -662.54033